No. 1
Computed, not measured: 2 unconnected molecules or ions with the total composition C7H16N, with wB97M-V/def2-TZVPD.

```
24
Properties=species:S:1:pos:R:3:nbo_charge:R:1
C -0.333 -0.238 -2.458 -0.6429
C 0.730 0.400 -1.571 -0.2296
C 1.491 1.365 -2.078 -0.1442
C 2.578 2.101 -1.346 -0.6481
H 0.020 -0.328 -3.477 0.2335
H -0.553 -1.246 -2.102 0.2000
H -1.255 0.339 -2.430 0.2135
H 0.959 0.055 -0.571 0.1676
H 1.427 1.608 -3.134 0.2001
H 2.907 1.625 -0.420 0.2013
H 3.477 2.140 -1.965 0.2261
H 2.296 3.128 -1.113 0.2260
C -2.111 -0.163 0.366 -0.6609
C -1.718 -0.819 1.653 -0.0855
C -0.469 -0.965 2.076 -0.1118
N -0.239 -1.621 3.393 -0.6772
H -1.334 0.506 0.013 0.2495
H -2.213 -0.951 -0.382 0.2556
H -3.049 0.366 0.505 0.2495
H -2.490 -1.258 2.280 0.2061
H 0.468 -0.682 1.627 0.2355
H -1.146 -1.863 3.803 0.4445
H 0.294 -2.487 3.289 0.4446
H 0.264 -1.012 4.040 0.4467
```

As for the energy above the lowest of the compared OMol25 structures with the same formula, charge and spin: 177.08 kJ/mol. For the LUMO energy, the calculation gives -0.13734 Eh. The calculation puts the HOMO-LUMO gap at 0.2955 hartree. The HOMO energy is -11.7782 eV. As for the net charge: +1.

=====

No. 2
Computed, not measured: a molecular structure, C29H38F15GeN4O4STl, with wB97M-V/def2-TZVPD.

```
93
Properties=species:S:1:pos:R:3:mulliken_charge:R:1
Tl 0.161 -0.110 0.092 1.6004
C 1.850 -3.400 0.525 -0.0727
O 2.353 -2.262 -0.141 -0.0468
C 3.691 -1.983 0.183 -0.7208
C 4.001 -0.550 -0.224 -0.7229
O 3.128 0.389 0.343 0.3056
C 3.136 0.440 1.760 -0.5409
H 2.321 -4.319 0.143 0.3469
H 0.778 -3.423 0.337 -0.6004
H 2.008 -3.331 1.605 0.1330
H 4.371 -2.672 -0.342 0.3821
H 3.849 -2.112 1.261 0.3419
H 3.884 -0.446 -1.303 0.2004
H 5.047 -0.331 0.047 0.3256
H 4.143 0.667 2.137 0.3485
H 2.773 -0.490 2.204 0.1452
H 2.448 1.232 2.035 -0.2627
N -1.951 1.711 0.545 0.5971
N -3.333 1.744 0.366 -0.4649
C -4.068 0.613 0.492 0.1430
N -5.385 0.774 0.115 -0.4059
S -3.515 -0.833 1.058 -0.2450
H -1.686 2.056 1.457 -0.0201
H -1.421 2.223 -0.158 -0.2083
H -3.676 2.443 -0.276 0.2754
H -5.789 1.695 0.188 0.2079
H -5.961 0.014 0.432 0.2143
C -1.508 -4.954 0.322 -1.2525
Ge -1.289 -4.136 -1.466 0.6262
C -3.056 -4.427 -2.338 -1.3363
C -0.007 -5.289 -2.484 -1.2625
C -1.013 -2.211 -1.428 -0.3632
H -2.026 -5.911 0.243 0.4655
H -2.099 -4.281 0.946 0.2965
H -0.552 -5.117 0.819 0.4244
H -3.258 -5.493 -2.451 0.3888
H -3.104 -3.957 -3.321 0.3771
H -3.828 -3.985 -1.706 0.3594
H -0.409 -6.297 -2.601 0.3670
H 0.949 -5.355 -1.961 0.3468
H 0.174 -4.866 -3.474 0.3835
H -0.327 -1.911 -2.237 0.3172
C -4.027 1.988 -3.916 -0.7167
C -2.885 2.622 -4.403 -0.5404
C -1.624 2.226 -4.006 -0.4824
C -1.438 1.177 -3.058 -0.1517
C -2.617 0.535 -2.591 -0.1174
C -3.869 0.933 -3.018 -0.3669
N -0.239 0.827 -2.554 0.7447
C 0.932 1.075 -3.219 -0.7535
C 1.121 0.733 -4.578 -0.2884
C 2.351 0.893 -5.193 -0.5761
C 3.430 1.429 -4.498 -0.6679
C 3.249 1.799 -3.168 -0.6444
C 2.034 1.622 -2.530 -0.0229
H -5.015 2.306 -4.232 0.3389
H -2.991 3.451 -5.097 0.3360
H -0.747 2.737 -4.385 0.3757
H -2.494 -0.279 -1.883 -0.0066
H -4.746 0.419 -2.638 0.3471
H 0.284 0.317 -5.127 0.4232
H 2.477 0.585 -6.227 0.3319
H 4.386 1.572 -4.988 0.3323
H 4.070 2.245 -2.616 0.4004
H 1.890 1.922 -1.499 0.7765
F 2.321 -2.677 4.014 -0.2833
C 1.540 -1.810 4.692 0.3991
F 1.408 -2.323 5.942 -0.2929
F 2.260 -0.677 4.822 -0.2750
C 0.191 -1.543 3.877 0.6400
O 0.437 -1.348 2.621 -0.6146
C -0.510 -0.309 4.576 0.2335
F -1.786 -0.174 4.174 -0.2554
F -0.536 -0.378 5.938 -0.3126
F 0.124 0.830 4.260 -0.1897
C -0.740 -2.806 4.111 0.3527
F -1.133 -3.022 5.396 -0.2983
F -0.095 -3.929 3.715 -0.2875
F -1.860 -2.726 3.383 -0.1866
C -0.400 4.680 1.486 -2.1732
C 0.793 3.970 0.780 1.0278
O 0.584 2.719 0.428 -0.2127
C 1.118 4.842 -0.492 0.4092
F 2.253 4.475 -1.109 -0.2263
F 1.230 6.189 -0.256 -0.3347
F 0.121 4.716 -1.391 -0.2741
C 2.011 4.135 1.765 0.2998
F 1.757 3.482 2.921 -0.2422
F 2.273 5.433 2.119 -0.3242
F 3.168 3.641 1.289 -0.2441
H -1.241 4.683 0.792 0.4114
H -0.164 5.702 1.779 0.3843
H -0.666 4.105 2.373 0.4045
```

As for the energy above the lowest of the compared OMol25 structures with the same formula, charge and spin: 222.45 kJ/mol. For the LUMO energy (spin up / spin down), the calculation gives 0.12667 / 0.14194 Eh. The calculation puts the HOMO-LUMO gap (spin up / spin down) at 0.1739 / 0.1894 hartree. The HOMO energy (spin up / spin down) is -1.2843 / -1.2923 eV. As for the net charge: -2.

=====

No. 3
Computed, not measured: a molecular structure, C24H42Br2N2OS, with wB97M-V/def2-TZVPD.

```
72
Properties=species:S:1:pos:R:3:mulliken_charge:R:1
C -0.618 6.063 -0.636 -1.0679
C -1.332 6.033 -2.011 0.0002
Br -2.642 7.520 -1.998 -0.1547
C -1.991 4.667 -2.383 -0.8709
Br -0.829 3.824 -3.747 -0.1275
C -2.280 3.747 -1.197 0.8368
C -1.249 2.788 -0.805 -0.4547
C -1.365 1.949 0.241 -1.2283
C -2.553 1.975 1.032 0.5617
N -2.884 1.265 2.098 -0.7355
S -4.361 1.767 2.563 0.1217
N -4.661 2.866 1.410 -0.5402
C -3.590 2.906 0.623 1.3629
C -3.462 3.796 -0.501 -0.2568
C -4.574 4.747 -0.906 -0.9153
C -5.079 5.677 0.231 -0.5316
C -6.152 6.613 -0.402 -0.4638
O -6.625 7.606 0.484 -0.5159
H 0.234 6.756 -0.732 0.3658
H -1.301 6.448 0.133 0.3354
H -0.189 5.097 -0.339 0.2526
H -0.597 6.261 -2.789 0.5119
H -2.939 4.834 -2.905 0.6780
H -0.313 2.739 -1.364 0.4108
H -0.546 1.277 0.498 0.3726
H -4.337 5.376 -1.768 0.1123
H -5.437 4.118 -1.204 0.3922
H -5.594 5.061 0.982 0.2570
H -4.266 6.243 0.715 0.4464
H -5.684 7.029 -1.317 0.2176
H -6.967 5.947 -0.726 0.3020
H -5.866 7.922 0.987 0.3400
C 0.731 -4.900 -0.712 -1.3035
C 0.930 -3.413 -0.988 -0.2336
C 0.262 -2.511 0.049 -0.2882
C -1.262 -2.632 0.129 -0.7910
C -2.002 -2.359 -1.180 -0.6111
C -1.804 -0.938 -1.696 -0.7535
H -0.323 -5.179 -0.746 0.3771
H 1.254 -5.499 -1.460 0.3821
H 1.127 -5.170 0.270 0.2368
H 0.571 -3.175 -1.993 0.2947
H 2.003 -3.202 -0.989 0.1081
H 0.535 -1.472 -0.161 0.1291
H 0.678 -2.736 1.036 0.4212
H -1.624 -1.936 0.894 0.3598
H -1.531 -3.631 0.484 0.3595
H -3.070 -2.524 -1.013 0.3991
H -1.699 -3.075 -1.949 0.2467
H -2.144 -0.209 -0.959 -0.0787
H -2.379 -0.783 -2.611 0.4706
H -0.757 -0.733 -1.926 0.2541
C 4.592 -2.684 0.636 -1.0445
C 5.934 -3.302 1.017 -0.4514
C 6.095 -4.740 0.530 -0.7287
C 5.091 -5.739 1.110 -0.3427
C 5.075 -5.829 2.635 -0.3413
C 6.398 -6.307 3.226 -1.2305
H 3.757 -3.224 1.088 0.1808
H 4.539 -1.649 0.978 0.4019
H 4.458 -2.688 -0.448 0.2918
H 6.068 -3.246 2.101 0.2782
H 6.732 -2.696 0.579 0.3481
H 7.113 -5.075 0.752 0.3154
H 6.008 -4.758 -0.562 0.3683
H 5.311 -6.729 0.698 0.3818
H 4.085 -5.488 0.762 -0.0009
H 4.289 -6.529 2.931 0.3672
H 4.805 -4.864 3.072 0.2467
H 6.665 -7.291 2.836 0.2967
H 6.323 -6.385 4.312 0.3822
H 7.213 -5.616 3.002 0.2869
```

For the LUMO energy, the calculation gives -0.02674 Eh. The calculation puts the HOMO-LUMO gap at 0.3101 hartree. The HOMO energy is -9.1668 eV.

=====

No. 4
Computed, not measured: a gas-phase ion, C3H11N2 (charge +1), with wB97M-V/def2-TZVPD.

```
16
Properties=species:S:1:pos:R:3:nbo_charge:R:1
C -1.196 0.073 1.823 -0.4343
N 0.051 0.029 1.040 -0.5059
C 0.048 0.917 -0.196 -0.2188
C -0.051 -0.001 -1.382 -0.2571
N 1.090 -0.913 -1.347 -0.8658
H -1.159 -0.619 2.660 0.2445
H -1.350 1.012 2.346 0.2420
H -2.028 -0.151 1.171 0.2344
H 0.896 0.215 1.581 0.4395
H 0.216 -0.923 0.700 0.4572
H 0.974 1.481 -0.169 0.2288
H -0.832 1.533 -0.155 0.2359
H -0.158 0.550 -2.324 0.2222
H -0.969 -0.588 -1.356 0.2073
H 1.942 -0.421 -1.589 0.3763
H 0.981 -1.676 -2.008 0.3937
```

As for the structure (SMILES): C[NH2+]CCN. As for the energy above the lowest of the compared OMol25 structures with the same formula, charge and spin: 48.09 kJ/mol. For the LUMO energy, the calculation gives -0.11499 Eh. The calculation puts the HOMO-LUMO gap at 0.4087 hartree. The HOMO energy is -14.2495 eV. As for the net charge: +1.

=====

No. 5
Computed, not measured: a gas-phase ion, C7H12FN2 (charge +1), with wB97M-V/def2-TZVPD.

```
22
Properties=species:S:1:pos:R:3:nbo_charge:R:1
C -1.494 0.934 -0.080 0.5686
C -1.106 -0.579 -0.457 -0.4578
C 1.308 -0.013 -0.309 -0.3769
C 0.250 -0.907 0.266 -0.1897
C 0.670 1.372 -0.709 -0.0753
C 2.330 0.511 0.548 0.3265
C 0.505 -2.458 0.052 -0.5998
N -0.472 1.803 -0.120 -0.5390
N -2.695 1.201 0.442 -0.7331
F 3.580 0.762 0.158 -0.2835
H -1.955 -1.183 -0.057 0.2464
H -0.806 -0.593 -1.513 0.2612
H 1.715 -0.543 -1.254 0.2648
H 0.064 -0.733 1.403 0.2186
H 1.208 2.209 -1.200 0.2360
H 1.928 1.105 1.393 0.1645
H 1.617 -2.716 0.367 0.2376
H 0.437 -2.556 -1.012 0.2124
H -0.194 -2.975 0.712 0.2332
H -0.620 2.725 0.150 0.4156
H -3.448 0.502 0.384 0.4470
H -2.823 2.132 0.834 0.4229
```

As for the energy above the lowest of the compared OMol25 structures with the same formula, charge and spin: 228.75 kJ/mol. For the LUMO energy (spin up / spin down), the calculation gives -0.13463 / -0.14991 Eh. The calculation puts the HOMO-LUMO gap (spin up / spin down) at 0.2980 / 0.2787 hartree. The HOMO energy (spin up / spin down) is -11.7717 / -11.6636 eV. As for the net charge: +1.

=====

No. 6
Computed, not measured: a molecular structure, C17H39B2F4GeLiN4O4Si3, with wB97M-V/def2-TZVPD.

```
75
Properties=species:S:1:pos:R:3:mulliken_spin:R:1
Li -0.012 -0.083 -3.091 0.0044
C -1.236 -3.317 -2.473 0.0071
C -0.977 -2.130 -1.604 0.0349
N 0.231 -1.970 -1.027 0.3703
O 1.270 -2.708 -1.517 0.0250
B 2.137 -2.002 -2.507 0.0098
F 1.200 -1.316 -3.428 0.0024
F 2.875 -2.910 -3.177 0.0017
O 3.013 -0.948 -1.967 0.0004
N 2.219 0.134 -1.706 -0.0051
C 2.645 1.284 -2.048 -0.0017
C 3.993 1.588 -2.614 -0.0003
C 1.580 2.348 -1.934 0.0019
N 0.428 1.851 -1.722 0.0061
O -0.644 2.727 -1.736 0.0024
B -1.791 1.880 -1.890 -0.0246
F -2.949 2.541 -2.100 0.0019
F -1.548 0.897 -2.881 0.0083
O -2.058 1.055 -0.499 0.0671
N -1.456 -0.243 -0.327 0.1091
C -1.915 -1.159 -1.234 0.2931
C -3.337 -1.113 -1.688 0.0032
C 1.858 3.792 -2.190 -0.0012
H -0.343 -3.556 -3.045 0.0046
H -2.060 -3.144 -3.160 -0.0069
H -1.469 -4.189 -1.856 0.0049
H 4.477 0.661 -2.907 -0.0001
H 4.616 2.085 -1.866 0.0000
H 3.913 2.245 -3.480 0.0001
H -3.575 -0.181 -2.198 0.0029
H -4.001 -1.196 -0.824 0.0192
H -3.552 -1.933 -2.366 -0.0028
H 2.891 4.048 -1.965 0.0000
H 1.182 4.411 -1.604 0.0000
H 1.661 4.018 -3.241 0.0000
C -1.541 1.254 2.318 0.0066
Si -2.600 1.934 0.971 -0.0044
C -4.376 1.484 1.120 0.0017
C -2.300 3.727 0.699 -0.0001
Ge 0.338 -0.608 0.354 -0.0436
Si 2.269 0.471 1.684 0.0263
C 2.318 2.294 1.327 0.0106
C 3.701 -0.582 1.190 0.0025
C 1.831 0.278 3.470 -0.0005
Si -0.438 -2.567 1.821 0.0410
C -0.346 -2.145 3.645 0.0166
C 0.706 -3.999 1.467 0.0014
C -2.228 -2.959 1.435 0.0124
H -1.819 1.700 3.277 0.0009
H -0.486 1.480 2.139 0.0010
H -1.655 0.172 2.408 -0.0037
H -4.811 1.957 2.005 0.0003
H -4.521 0.406 1.217 -0.0008
H -4.936 1.830 0.249 -0.0003
H -2.813 4.290 1.483 -0.0001
H -2.686 4.066 -0.262 0.0001
H -1.238 3.972 0.733 0.0000
H 2.025 2.555 0.316 -0.0053
H 3.334 2.665 1.490 0.0019
H 1.657 2.819 2.020 -0.0002
H 3.679 -0.871 0.140 -0.0003
H 3.708 -1.496 1.788 -0.0001
H 4.636 -0.046 1.377 0.0012
H 0.788 0.494 3.695 0.0000
H 2.445 0.997 4.024 0.0003
H 2.064 -0.714 3.849 0.0004
H 0.680 -2.155 4.005 -0.0014
H -0.888 -2.912 4.208 0.0033
H -0.790 -1.183 3.901 -0.0035
H 1.589 -3.956 2.109 -0.0002
H 1.053 -4.012 0.433 -0.0037
H 0.200 -4.948 1.661 0.0010
H -2.899 -2.285 1.973 -0.0021
H -2.447 -3.980 1.758 0.0020
H -2.470 -2.895 0.374 0.0002
```

As for the energy above the lowest of the compared OMol25 structures with the same formula, charge and spin: 75.56 kJ/mol. Its multiplicity is 2. For the LUMO energy (spin up / spin down), the calculation gives -0.09814 / -0.15466 Eh. The calculation puts the HOMO-LUMO gap (spin up / spin down) at 0.2788 / 0.2472 hartree. The HOMO energy (spin up / spin down) is -10.2556 / -10.9366 eV. As for the net charge: +1.